13
Properties=species:S:1:pos:R:3:forces:R:3 method="wB97M-V/def2-TZVPD" largest_force_ev_per_a=2.98 orbital_gap_ev=9.03 homo_ev=-8.920 multiplicity=1 e_tot_ev=-30444.79475
C 1.954052 0.356921 -0.019108 -0.373 -0.509 -1.068
C 0.617240 -0.314346 0.216852 -1.050 1.285 -0.412
C -2.614168 -0.058699 -0.504694 -0.458 -0.559 -0.909
H 4.231538 0.210193 -0.306569 -0.744 -0.750 0.122
H 0.390714 -1.103453 -0.508897 0.437 -0.101 0.291
H 0.623767 -0.650251 1.231183 -0.114 -0.719 0.670
H -2.019165 0.488435 1.441618 0.757 -1.181 -2.625
H -2.249538 -0.172861 -1.611527 -0.248 0.413 2.350
N -1.678167 0.056818 0.486327 0.523 1.936 1.100
O 2.089744 1.510915 -0.259396 -0.040 1.079 0.241
O -0.425619 0.696074 0.087850 -0.656 -1.253 0.448
S 3.289410 -0.786506 -0.122004 1.144 0.188 0.119
S -4.209802 -0.233236 -0.131629 0.820 0.171 -0.327

50
Properties=species:S:1:pos:R:3:forces:R:3 method="wB97M-V/def2-TZVPD" largest_force_ev_per_a=3.73 orbital_gap_ev="7.00 / 7.29" homo_ev="-4.916 / -4.928" s_squared=0.779 multiplicity=2 e_tot_ev=-87035.45166 total_charge=-1
V -1.059093 -0.785630 -0.464358 1.083 -2.542 2.509
C -2.708450 -1.690604 -1.599296 -1.085 0.506 -0.366
C -1.745091 -2.675526 -1.845712 0.198 1.311 -0.243
C -0.633123 -2.061311 -2.449158 -1.092 1.014 -0.132
C -0.953384 -0.673600 -2.667595 1.464 -0.619 -0.935
C -2.210503 -0.455749 -2.149762 -1.826 0.035 -0.497
H -3.680400 -1.814571 -1.092717 0.829 0.111 -0.415
H -1.833593 -3.697940 -1.620242 0.045 -0.997 0.533
H 0.222806 -2.560082 -2.822951 0.726 -0.279 0.152
H -0.277836 0.063146 -3.138424 -0.667 -0.515 0.507
H -2.669746 0.508637 -2.071959 -0.391 0.104 -0.062
S -3.228438 0.323272 0.817239 1.463 -0.451 -0.895
C -2.094662 1.615757 0.681461 -1.163 1.479 0.911
S -0.586915 1.427440 -0.138280 0.115 0.103 0.441
C -2.490885 2.845879 1.263454 0.029 -0.500 0.064
C -3.862358 2.970256 1.628750 -1.887 0.162 0.433
N -5.004881 3.065371 1.861842 1.835 -0.025 -0.263
C -1.661534 3.946259 1.619336 1.771 1.481 -0.360
N -0.941425 4.846231 1.847696 -1.461 -1.776 -0.262
C -2.132742 -2.811596 2.891325 -1.365 0.110 1.551
C -1.949563 -3.028741 1.418675 0.508 0.219 0.148
C -1.351181 -4.450486 1.309592 0.628 0.872 0.195
O -0.975329 -2.032077 1.024028 -0.922 -0.287 -1.344
H -1.104892 -2.733588 3.306911 -0.842 0.441 0.017
H -2.662662 -3.607829 3.468483 0.568 -0.224 -0.804
H -2.834871 -1.994852 3.110762 0.948 0.579 -0.075
H -2.886737 -2.920333 0.828135 0.437 -0.087 0.419
H -0.746564 -4.631952 2.232052 -0.494 -0.138 -0.774
H -0.670741 -4.361328 0.493897 0.741 -0.430 -0.761
H -2.043353 -5.262978 1.111024 -0.281 0.031 0.208
C 2.389895 4.071770 0.418509 0.651 -1.849 0.416
S 2.328117 4.412961 -1.318194 0.243 0.656 -0.439
C 3.437924 5.860317 -1.422545 -0.365 0.254 -0.717
H 2.464174 4.916784 1.060441 -0.482 0.922 0.270
H 3.255204 3.433134 0.690379 -0.303 0.209 -0.348
H 1.502117 3.469673 0.621603 -0.028 0.298 0.253
H 2.878005 6.748032 -1.761590 0.084 -0.316 0.337
H 4.192271 5.683744 -2.190480 0.146 -0.093 0.210
H 3.909531 6.077804 -0.468017 0.013 -0.113 0.003
F 5.204751 -1.451234 -0.279223 1.010 0.118 0.135
C 3.897116 -1.216469 -0.336990 -1.800 1.062 -0.676
C 3.093574 -1.385221 0.777210 0.519 -0.250 -0.878
C 1.702787 -1.203766 0.682395 1.724 -0.211 2.245
C 1.072777 -0.998839 -0.504582 -0.687 -0.273 -1.476
C 1.921088 -0.923082 -1.639892 0.560 1.469 1.681
C 3.302398 -0.749070 -1.531070 -0.007 -1.357 0.031
H 3.562598 -1.706453 1.695987 -0.039 0.082 0.181
H 1.294932 -1.245032 1.701914 -0.861 0.023 -0.895
H 1.556260 -0.777243 -2.619925 -0.601 0.274 -0.809
H 3.812628 -0.379283 -2.430139 0.311 -0.589 0.578